[1]
Formula: C46H55O20PS3Si2
Source: OMol25
Level of theory: ωB97M-V/def2-TZVPD

Calculated values
- E_HOMO: -9.113 eV
- Largest force on an atom: 1.1 eV/Å
- LUMO energy: -1.85 eV
- Frontier orbital gap: 7.27 eV

Cartesian coordinates (Å):
C: 4.1748 -2.3114 2.9300
C: 3.8126 -0.8568 3.1745
O: 2.5301 -0.4684 2.7150
C: 1.4546 -1.1839 3.3012
C: 0.6944 -1.9658 2.2381
O: -0.3247 -1.1336 1.6939
C: -0.3156 -0.9258 0.2778
Si: 0.5668 0.6635 -0.2300
O: 2.2125 0.5986 -0.3435
Si: 2.9865 -0.6286 -1.1622
S: 1.7684 -1.5723 -2.6346
C: 4.5456 0.0562 -1.9415
C: 4.4174 1.5540 -2.3301
C: 5.7657 -0.2042 -1.0420
C: 6.3043 -1.6348 -1.1633
S: 0.2503 2.1602 1.2981
C: -1.2962 1.8219 2.1682
C: -2.4670 1.5345 1.2835
O: -2.5724 1.9077 0.1435
O: -3.4726 0.8928 1.9251
C: -4.0535 -0.1998 1.2372
C: -5.2882 -0.6218 2.0191
C: -6.0521 -1.7445 1.3030
O: -6.1001 0.5051 2.3850
C: -6.4113 1.4113 1.4068
O: -6.0467 2.5507 1.5229
C: -7.2703 0.9493 0.2393
S: -8.1714 2.3430 -0.4929
P: -0.2705 1.4977 -2.1578
O: -1.1520 0.5019 -2.7843
O: -0.9480 2.9175 -1.9390
O: 0.9963 1.8115 -3.1188
H: 4.1392 -2.5501 1.8731
H: 3.5296 -2.9985 3.4716
H: 5.1908 -2.4794 3.2806
H: 4.5146 -0.2450 2.6106
H: 3.9391 -0.5952 4.2274
H: 0.7850 -0.4466 3.7424
H: 1.7935 -1.8382 4.1033
H: 1.4233 -2.2892 1.4995
H: 0.2236 -2.8229 2.7211
H: 0.0405 -1.8126 -0.2449
H: -1.3575 -0.8100 -0.0288
H: 3.3147 -1.6907 -0.1988
H: 2.0120 -0.7804 -3.6834
H: 4.7061 -0.5105 -2.8585
H: 4.3204 1.6502 -3.4016
H: 3.5856 2.0264 -1.8140
H: 5.3147 2.0795 -2.0223
H: 6.5591 0.4773 -1.3467
H: 5.5437 0.0550 -0.0062
H: 6.7364 -1.9648 -0.2233
H: 5.5117 -2.3099 -1.4769
H: 7.0907 -1.6882 -1.9107
H: -1.5343 2.7531 2.6825
H: -1.1692 1.0733 2.9398
H: -4.3407 0.0566 0.2171
H: -3.3748 -1.0522 1.2301
H: -4.9174 -1.0220 2.9577
H: -7.0686 -1.4401 1.1135
H: -6.0021 -2.6731 1.8575
H: -5.6095 -1.9117 0.3204
H: -6.6537 0.5100 -0.5380
H: -8.0010 0.2198 0.5630
H: -7.8133 2.2191 -1.7733
H: -1.0430 3.1378 -0.9998
H: 1.5975 2.3928 -2.6321
C: 6.9308 2.5277 -6.7154
C: 6.7888 2.7337 -8.0227
C: 5.6358 3.4942 -8.5657
O: 5.5038 3.6803 -9.7556
C: 4.6426 4.0211 -7.5922
C: 4.7828 3.8191 -6.2854
C: 5.9393 3.0588 -5.7491
O: 6.0719 2.8785 -4.5542
H: 7.7699 1.9705 -6.2916
H: 7.4995 2.3582 -8.7485
H: 3.8096 4.5725 -8.0092
H: 4.0724 4.1942 -5.5592
C: -6.1016 4.7452 3.6403
C: -5.7086 3.8669 4.5591
C: -5.4193 4.2846 5.9519
O: -5.0578 3.4870 6.7916
C: -5.5864 5.7232 6.2856
C: -5.9787 6.6031 5.3692
C: -6.2680 6.1830 3.9721
O: -6.6262 6.9884 3.1408
H: -6.3124 4.4541 2.6219
H: -5.5817 2.8152 4.3310
H: -5.3704 6.0058 7.3084
H: -6.1057 7.6554 5.5901
C: 11.0422 3.2697 -3.5050
C: 10.0976 2.5967 -4.1558
C: 10.4069 1.8613 -5.4059
O: 9.5390 1.2503 -5.9979
C: 11.8009 1.8998 -5.9070
C: 12.7458 2.5722 -5.2565
C: 12.4420 3.3103 -4.0023
O: 13.3024 3.9208 -3.4096
H: 10.8425 3.8151 -2.5916
H: 9.0699 2.5528 -3.8136
H: 11.9982 1.3546 -6.8212
H: 13.7707 2.6157 -5.6016
C: -9.7079 -5.3981 1.1056
C: -9.0925 -4.3890 0.4949
C: -9.6360 -3.0121 0.5554
O: -9.0883 -2.0828 -0.0010
C: -10.8892 -2.8001 1.3232
C: -11.5044 -3.8076 1.9345
C: -10.9615 -5.1880 1.8744
O: -11.5184 -6.1072 2.4314
H: -9.3303 -6.4112 1.0751
H: -8.1782 -4.5219 -0.0696
H: -11.2659 -1.7855 1.3522
H: -12.4187 -3.6753 2.4986
C: -1.5549 -5.6099 4.5066
C: -2.6179 -6.1650 3.9320
C: -2.4837 -7.0066 2.7148
O: -3.4525 -7.5078 2.1884
C: -1.1212 -7.2090 2.1645
C: -0.0588 -6.6547 2.7388
C: -0.1918 -5.8120 3.9542
O: 0.7821 -5.3056 4.4671
H: -1.6275 -4.9912 5.3921
H: -3.6218 -6.0330 4.3153
H: -1.0490 -7.8260 1.2780
H: 0.9448 -6.7854 2.3547

Results of the Mulliken charge analysis, in e, for atoms 1 through 8: -1.006 -0.393 -0.277 -0.759 -0.005 -0.361 -0.793 0.233

[2]
Formula: C46H56BaCl5N4P2
Source: OMol25
Level of theory: ωB97M-V/def2-TZVPD

Calculated values
- Energy relative to the best compared isomer or geometry (same formula, charge and spin): 0.00 kcal/mol
- Charge: -1
- E_HOMO: -4.094 eV
- Largest force on an atom: 0.5 eV/Å
- LUMO energy: 2.25 eV
- Frontier orbital gap: 6.34 eV

Cartesian coordinates (Å):
Ba: -0.5271 -0.6282 0.4287
C: -1.5839 3.7175 2.8305
C: -0.1646 3.2393 3.1388
C: -0.1578 2.3287 4.3686
P: 0.5042 2.2732 1.7130
C: 2.2793 1.9954 2.2113
C: 2.9771 3.1869 2.8554
C: 3.0565 1.5231 0.9845
C: 0.6636 3.4388 0.3275
C: 0.9262 4.7873 0.5672
C: 1.1956 5.6931 -0.4467
C: 1.2500 5.2036 -1.7473
C: 0.9788 3.8784 -2.0207
C: 0.6110 2.9413 -1.0145
N: 0.3235 1.6342 -1.2985
C: -0.0496 1.3205 -2.6017
C: -1.0277 2.0566 -3.3096
C: -1.4977 1.6684 -4.5473
C: -0.9874 0.5303 -5.1636
C: 0.0175 -0.1737 -4.5228
C: 0.5024 0.1983 -3.2645
P: 1.9142 -0.6392 -2.4517
C: 2.4648 -1.8583 -3.7505
C: 1.5305 -3.0701 -3.8100
C: 3.8789 -2.3549 -3.4380
C: 3.1527 0.7563 -2.5811
C: 4.4567 0.5195 -1.8106
C: 3.4234 1.2274 -4.0069
H: -1.9830 4.2912 3.6714
H: -2.2503 2.8664 2.6656
H: -1.6103 4.3546 1.9431
H: 0.4629 4.1109 3.3402
H: -0.7746 1.4442 4.1960
H: -0.5662 2.8605 5.2320
H: 0.8464 1.9863 4.6287
H: 2.2360 1.1655 2.9233
H: 2.9800 4.0418 2.1739
H: 4.0198 2.9355 3.0724
H: 2.5071 3.4948 3.7921
H: 3.1855 2.3425 0.2723
H: 2.5436 0.7105 0.4644
H: 4.0436 1.1602 1.2799
H: 0.9246 5.1443 1.5908
H: 1.3874 6.7350 -0.2260
H: 1.5135 5.8624 -2.5677
H: 1.0472 3.5407 -3.0473
H: -1.4133 2.9644 -2.8637
H: -2.2650 2.2595 -5.0340
H: -1.3458 0.2113 -6.1340
H: 0.4513 -1.0201 -5.0371
H: 2.4798 -1.3700 -4.7300
H: 1.5608 -3.6216 -2.8685
H: 1.8573 -3.7507 -4.6016
H: 0.4920 -2.8065 -4.0029
H: 3.9665 -2.6693 -2.3932
H: 4.6329 -1.5964 -3.6264
H: 4.1128 -3.2190 -4.0668
H: 2.6069 1.5470 -2.0616
H: 5.1852 -0.0311 -2.4043
H: 4.2948 -0.0297 -0.8840
H: 4.9119 1.4800 -1.5532
H: 3.9875 0.4807 -4.5739
H: 4.0196 2.1447 -3.9917
H: 2.4967 1.4363 -4.5457
C: -2.9294 2.1365 -0.3971
N: -3.1294 0.7089 -0.2135
C: -3.7313 0.1107 -1.4064
C: -3.8021 0.3418 1.0012
C: -4.5083 1.2786 1.7467
C: -5.0970 0.9537 2.9629
C: -4.9639 -0.3419 3.4369
C: -4.2721 -1.2919 2.7030
C: -3.6756 -1.0015 1.4587
N: -2.8704 -1.8553 0.7379
C: -2.9765 -3.2171 0.8312
C: -4.1107 -3.9369 1.2643
C: -4.1202 -5.3204 1.3545
C: -3.0094 -6.0647 0.9928
C: -1.9108 -5.3908 0.4683
C: -1.8920 -4.0099 0.3602
N: -0.8126 -3.3271 -0.3104
C: 0.4807 -3.9933 -0.3051
C: -1.2211 -2.9545 -1.6642
H: -2.2840 2.2796 -1.2558
H: -3.8687 2.6817 -0.5772
H: -2.4332 2.5634 0.4739
H: -4.6886 0.5940 -1.6514
H: -3.9037 -0.9482 -1.2288
H: -3.0572 0.2303 -2.2594
H: -4.5947 2.2933 1.3808
H: -5.6323 1.7059 3.5277
H: -5.3811 -0.6200 4.3981
H: -4.1326 -2.2776 3.1252
H: -5.0020 -3.3909 1.5409
H: -5.0126 -5.8161 1.7209
H: -2.9985 -7.1426 1.0900
H: -1.0530 -5.9593 0.1316
H: 0.4762 -4.9254 -0.8890
H: 0.7737 -4.2161 0.7205
H: 1.2262 -3.3200 -0.7322
H: -0.5032 -2.2586 -2.1123
H: -2.1997 -2.4755 -1.6242
H: -1.2811 -3.8304 -2.3258
Cl: -1.2177 -1.4583 3.8438
C: 0.5040 -1.8580 3.7859
C: 1.1333 -1.7476 2.5620
C: 2.4697 -2.0877 2.5737
Cl: 3.3542 -1.9984 1.0446
C: 3.1710 -2.5027 3.7055
Cl: 4.8481 -2.9160 3.6437
C: 2.4826 -2.5810 4.9157
Cl: 3.3067 -3.0834 6.3503
C: 1.1265 -2.2566 4.9658
Cl: 0.2677 -2.3532 6.4615

Results of the Mulliken charge analysis, in e, for atoms 1 through 8: 0.489 -1.693 0.270 -1.459 1.726 0.684 -1.768 -1.603

[3]
Formula: C46H56BrIN6O4PReS2
Source: OMol25
Level of theory: ωB97M-V/def2-TZVPD

Calculated values
- Energy relative to the best compared isomer or geometry (same formula, charge and spin): 0.00 kcal/mol
- Charge: +3
- E_HOMO (alpha / beta): -14.984 / -14.986 eV
- Largest force on an atom: 2.3 eV/Å
- LUMO energy (alpha / beta): -8.96 / -8.90 eV
- Spin multiplicity: 2
- Frontier orbital gap (alpha / beta): 6.03 / 6.09 eV

Cartesian coordinates (Å):
Re: 0.2120 -0.1304 0.1686
O: -0.2979 -1.5919 -3.6201
C: 0.1086 -1.3572 -2.5208
N: -0.5913 -0.6562 -1.5186
C: -1.8569 -0.0604 -1.9222
C: -1.7984 1.3576 -1.4729
C: -2.5485 2.3760 -2.0213
C: -2.3707 3.6673 -1.5507
C: -1.4557 3.8958 -0.5303
C: -0.7378 2.8366 -0.0302
N: -0.8975 1.5839 -0.4938
C: 1.4561 -1.7088 -2.0177
C: 2.3667 -2.4825 -2.6946
C: 3.5855 -2.7465 -2.0824
C: 3.8367 -2.2199 -0.8237
C: 2.8725 -1.4411 -0.2107
N: 1.7063 -1.1877 -0.8099
H: -2.6839 -0.5787 -1.4328
H: -2.0050 -0.1501 -2.9979
H: -3.2423 2.1592 -2.8223
H: -2.9267 4.4870 -1.9872
H: -1.3029 4.8888 -0.1328
H: 0.0031 2.9647 0.7397
H: 2.1091 -2.8614 -3.6749
H: 4.3301 -3.3555 -2.5785
H: 4.7753 -2.4025 -0.3186
H: 3.0041 -1.0232 0.7772
O: 0.6300 0.4555 2.1176
S: 0.6421 1.4831 3.2660
C: 0.3046 0.4688 4.7543
C: -0.3030 -0.8852 4.4065
C: 0.7339 -1.9592 4.0680
C: 0.0514 -3.2292 3.5653
S: -0.2185 -3.2104 1.7408
O: 0.4121 -1.8608 1.2881
C: 1.0032 -4.3988 1.2719
C: 2.3465 -4.2081 1.5933
C: 3.2463 -5.2218 1.3228
C: 2.8052 -6.4061 0.7306
C: 1.4760 -6.5627 0.3721
C: 0.5588 -5.5522 0.6415
C: -0.9371 2.3003 3.1630
C: -2.0337 1.6678 2.5912
C: -3.2388 2.3485 2.5172
C: -3.3336 3.6490 3.0029
C: -2.2290 4.2720 3.5677
C: -1.0158 3.5997 3.6470
H: -0.3675 1.0783 5.3569
H: 1.2518 0.3644 5.2851
H: -0.9960 -0.7683 3.5703
H: -0.8895 -1.2252 5.2619
H: 1.3222 -2.1962 4.9558
H: 1.4199 -1.5863 3.3085
H: -0.9388 -3.3426 4.0095
H: 0.6314 -4.1248 3.7694
H: 2.6759 -3.2884 2.0626
H: 4.2861 -5.1032 1.5986
H: 3.5071 -7.2109 0.5556
H: 1.1465 -7.4769 -0.1028
H: -0.4869 -5.6665 0.3753
H: -1.9596 0.6583 2.2017
H: -4.1057 1.8618 2.0888
H: -4.2750 4.1787 2.9385
H: -2.3084 5.2817 3.9481
H: -0.1459 4.0803 4.0813
Br: -4.1032 -3.3796 -2.9033
C: -3.7667 -4.7153 -1.6147
C: -3.7489 -6.0404 -2.0287
C: -3.5152 -7.0541 -1.1118
C: -3.2970 -6.7502 0.2238
C: -3.3060 -5.4283 0.6442
C: -3.5392 -4.4146 -0.2771
I: -3.5073 -2.4411 0.4078
H: -3.9187 -6.2709 -3.0715
H: -3.5152 -8.0833 -1.4446
H: -3.1233 -7.5370 0.9463
H: -3.1544 -5.1883 1.6888
O: 1.8401 1.5120 0.0236
P: 2.5382 2.6397 -0.7408
N: 4.0832 2.2202 -1.0363
C: 4.8740 2.8339 -2.1225
C: 6.2057 2.0735 -2.0964
C: 5.8700 0.7511 -1.3968
C: 4.8647 1.1912 -0.3404
N: 1.7521 2.9614 -2.1412
C: 1.8391 4.2078 -2.9444
C: 1.6085 3.7539 -4.3872
C: 0.8023 2.4616 -4.2370
C: 1.4409 1.8148 -3.0173
N: 2.6569 4.0689 0.0488
C: 3.6730 4.1340 1.1401
C: 3.2875 5.3649 1.9684
C: 2.3828 6.1804 1.0422
C: 1.6422 5.1161 0.2440
H: 5.0059 3.9067 -1.9640
H: 4.3605 2.6968 -3.0782
H: 6.9442 2.6202 -1.5104
H: 6.6001 1.9283 -3.0992
H: 6.7481 0.2837 -0.9540
H: 5.4046 0.0542 -2.0994
H: 5.3922 1.6229 0.5178
H: 4.2082 0.4092 0.0178
H: 2.7906 4.7202 -2.8063
H: 1.0424 4.8872 -2.6358
H: 2.5561 3.5529 -4.8887
H: 1.0734 4.5108 -4.9561
H: 0.8513 1.8275 -5.1201
H: -0.2468 2.6909 -4.0309
H: 2.3530 1.2729 -3.3043
H: 0.7911 1.1148 -2.4970
H: 4.6653 4.2429 0.7010
H: 3.6640 3.2203 1.7400
H: 4.1680 5.9220 2.2786
H: 2.7401 5.0656 2.8643
H: 2.9792 6.8019 0.3739
H: 1.6995 6.8237 1.5934
H: 1.2787 5.4911 -0.7091
H: 0.7907 4.7456 0.8255

Results of the Mulliken charge analysis, in e, for atoms 1 through 8: 2.432 -0.583 0.234 0.806 -1.400 0.863 -1.121 -0.854

Q: Which formula does entry 1 have?
A: C46H55O20PS3Si2